[1]
The following is a DFT calculation (wB97M-V/def2-TZVPD) of a structure of composition C23H14BrN3O5Re.

Each line ends with the Löwdin charge.
Cartesian coordinates (Å):
Re 0.2100 1.3681 -0.6393  1.7893
Br 3.3440 4.2047 5.3699  0.8642
C 2.5556 3.7749 3.7293  -0.6691
C 1.8091 4.7426 3.0446  -0.0427
C 1.2227 4.4596 1.8255  0.0342
C 1.3646 3.1922 1.2919  -0.2509
O 0.8121 2.9528 0.0615  -0.2044
C 2.1064 2.2001 1.9613  -0.1272
C 2.3557 0.9336 1.3731  0.0217
N 1.7320 0.4670 0.3255  -0.0514
C 2.2282 -0.6738 -0.3908  -0.1945
C 2.9130 -1.7473 0.1037  0.0439
C 3.3800 -2.7380 -0.7891  -0.0083
C 3.1695 -2.6350 -2.1374  0.0297
C 2.4462 -1.5348 -2.6611  -0.1172
C 2.1762 -1.3184 -4.0282  0.0796
C 1.4599 -0.2104 -4.4292  0.0103
C 0.9750 0.6732 -3.4736  -0.0380
N 1.2015 0.4932 -2.1665  -0.0872
C 1.9629 -0.5801 -1.7608  -0.1625
C 2.7204 2.5229 3.1877  -0.0415
H 1.7001 5.7294 3.4742  0.1266
H 0.6628 5.2098 1.2845  0.1416
H 3.1660 0.3339 1.7782  0.1566
H 3.0965 -1.8591 1.1649  0.1333
H 3.9201 -3.5848 -0.3896  0.1301
H 3.5466 -3.3898 -2.8147  0.1376
H 2.5402 -2.0252 -4.7643  0.1463
H 1.2528 -0.0236 -5.4727  0.1330
H 0.3813 1.5367 -3.7463  0.1363
H 3.3130 1.7779 3.7026  0.1268
O -0.6106 -0.8009 -0.5645  0.0253
C -1.6971 -0.2611 -0.3345  -0.4939
O -1.6520 1.0539 -0.4658  -0.1331
C -2.9477 -0.8971 0.0302  -0.1341
C -4.0919 -0.1314 0.2688  0.0330
C -5.2700 -0.7630 0.6191  0.0444
C -5.2670 -2.1424 0.7192  -0.0899
C -4.1489 -2.9247 0.4862  0.0433
C -2.9736 -2.2907 0.1368  0.0329
N -6.5352 -2.8228 1.0975  -0.3411
O -7.4893 -2.1138 1.3158  0.1185
O -6.5072 -4.0300 1.1563  0.1168
H -4.0603 0.9457 0.1802  0.1305
H -6.1794 -0.2144 0.8144  0.1355
H -4.2186 -3.9981 0.5802  0.1345
H -2.0755 -2.8616 -0.0546  0.1314

Summary:
total charge: +2
Kohn-Sham gap (alpha / beta): 6.64 / 6.46 eV
E_tot: -4077.002693 hartree
2S+1: 2



[2]
The following is a DFT calculation (wB97M-V/def2-TZVPD) of a cluster of 18 separate species, C23H14Cl68N4PS in total.

Each line ends with the Löwdin charge.
Cartesian coordinates (Å):
C -2.7754 2.8429 -2.1010  -0.0925
C -3.1486 3.7394 -0.9194  -0.4233
C -4.6781 3.8100 -0.8196  -0.0512
C -2.4722 3.2877 0.3908  -0.0868
C -1.0287 3.6552 0.3314  -0.2612
N -0.5207 4.8556 0.5912  0.2176
C 0.7917 4.7330 0.3684  -0.3854
N 1.6959 5.7344 0.4709  0.1553
N 1.1087 3.4779 -0.0121  -0.1567
P 2.6724 2.7780 -0.4228  0.3674
S 3.1512 2.9204 -2.2657  0.1835
N -0.0709 2.7899 -0.0286  0.1473
H -1.6989 2.6873 -2.1547  0.0274
H -3.2930 1.8892 -2.0512  0.0886
H -3.0376 3.3639 -3.0204  0.0252
H -2.7711 4.7377 -1.1401  0.0305
H -5.0066 4.7072 -1.3441  0.0506
H -5.1765 2.9686 -1.2951  0.0853
H -5.0664 3.8953 0.1966  0.0312
H -2.8722 3.7957 1.2619  0.0550
H -2.4866 2.2033 0.5160  0.1353
H 1.5098 6.5744 -0.0487  0.0740
H 2.4970 5.7079 1.0768  0.0223
H 2.5343 1.4244 -0.0829  -0.0710
H 3.6228 3.2808 0.5012  -0.0939
H -0.2141 1.8199 -0.2887  0.1000
C 0.3844 -0.0483 -3.4280  -2.0066
Cl 1.9964 -0.7461 -3.2755  0.5349
Cl -0.4389 -0.1700 -1.8482  0.5053
Cl 0.5235 1.6477 -3.9027  0.5154
Cl -0.5380 -0.9292 -4.6409  0.5570
C -2.1442 -4.0280 -0.9412  -2.0338
Cl -0.5438 -4.2226 -0.2154  0.5288
Cl -3.2320 -3.2635 0.2246  0.5276
Cl -2.0134 -3.0063 -2.3772  0.4892
Cl -2.7878 -5.6062 -1.3947  0.5054
C 5.0197 -0.8704 0.0050  -2.0079
Cl 3.7487 -0.5071 1.1913  0.5213
Cl 5.3204 0.5318 -1.0439  0.5153
Cl 6.4976 -1.2829 0.8668  0.5659
Cl 4.5048 -2.2338 -0.9893  0.4827
C -4.5288 6.2811 -4.2286  -2.0286
Cl -2.9879 5.8821 -3.4444  0.5672
Cl -5.5156 7.2263 -3.1120  0.5447
Cl -4.2169 7.2150 -5.6888  0.5562
Cl -5.3701 4.7850 -4.6439  0.5501
C -7.2590 -6.1927 -2.4872  -2.0186
Cl -8.3739 -5.7530 -1.1904  0.4583
Cl -7.3732 -7.9261 -2.7985  0.5451
Cl -7.6828 -5.2992 -3.9534  0.5271
Cl -5.6021 -5.7874 -2.0070  0.4763
C 5.5300 4.8718 3.0742  -2.0119
Cl 4.2826 6.1100 2.8043  0.5405
Cl 4.9939 3.3130 2.4009  0.5326
Cl 7.0201 5.3648 2.2838  0.5721
Cl 5.7895 4.6945 4.8006  0.5435
C 3.6217 7.1159 7.9683  -2.0482
Cl 4.7284 6.0879 8.8855  0.5240
Cl 3.7839 6.7431 6.2434  0.4708
Cl 1.9615 6.8020 8.4841  0.5295
Cl 4.0141 8.8118 8.2440  0.5152
C -12.1682 -4.4439 -1.1677  -2.0386
Cl -12.3751 -2.6896 -1.0929  0.5236
Cl -11.3296 -4.8669 -2.6597  0.5116
Cl -11.2442 -4.9827 0.2513  0.4765
Cl -13.7509 -5.2251 -1.1508  0.5349
C -9.2777 -8.0868 2.8697  -2.0313
Cl -7.6897 -8.3275 3.6067  0.4918
Cl -10.3455 -7.2702 4.0181  0.5299
Cl -9.1092 -7.0951 1.4132  0.4565
Cl -9.9655 -9.6528 2.4353  0.5372
C 4.3345 9.6458 12.5330  -2.0505
Cl 2.9937 10.1268 13.5757  0.5313
Cl 4.8534 11.0303 11.5624  0.5196
Cl 5.6826 9.0833 13.5243  0.5314
Cl 3.8106 8.3458 11.4569  0.4818
C -4.4270 3.6685 4.3252  -2.0354
Cl -4.7575 2.4585 5.5611  0.5546
Cl -5.0941 3.1455 2.7707  0.5641
Cl -5.1636 5.2032 4.7784  0.5472
Cl -2.6725 3.8812 4.1660  0.5042
C 5.3840 -5.8723 -3.7103  -2.0271
Cl 5.0463 -4.4276 -2.7326  0.4502
Cl 7.0673 -6.3433 -3.4790  0.5064
Cl 4.3172 -7.1855 -3.2106  0.5509
Cl 5.1127 -5.4903 -5.4098  0.5025
C 7.5735 -2.3556 -6.6974  -2.0441
Cl 9.1264 -3.1865 -6.5754  0.5093
Cl 6.6870 -2.5531 -5.1811  0.4867
Cl 7.8421 -0.6369 -7.0073  0.5300
Cl 6.6306 -3.0541 -8.0193  0.5268
C 8.1286 -9.4625 -6.5563  -2.0403
Cl 8.0439 -10.8171 -5.4258  0.5345
Cl 7.6556 -10.0078 -8.1690  0.5333
Cl 7.0484 -8.1715 -6.0149  0.4803
Cl 9.7716 -8.8206 -6.6039  0.5017
C -1.8652 8.0166 1.2341  -2.0278
Cl -2.2082 6.8670 2.5306  0.5089
Cl -2.4531 7.3522 -0.2966  0.5290
Cl -2.6718 9.5455 1.5698  0.5616
Cl -0.1172 8.2855 1.1250  0.5501
C -5.1502 -11.4358 5.1688  -2.0540
Cl -5.3528 -9.6787 5.1805  0.4840
Cl -4.2321 -11.9104 3.7364  0.5243
Cl -4.2808 -11.9362 6.6213  0.5290
Cl -6.7389 -12.2046 5.1337  0.5274
C 12.1924 -5.5515 -5.5113  -2.0528
Cl 13.5735 -6.2741 -4.6838  0.5385
Cl 12.2385 -5.9794 -7.2250  0.5252
Cl 10.6934 -6.1586 -4.8009  0.4831
Cl 12.2537 -3.7926 -5.3426  0.5108

Summary:
total charge: +1
Kohn-Sham gap: 9.09 eV
E_tot: -33135.964013 hartree



[3]
The following is a DFT calculation (wB97M-V/def2-TZVPD) of a structure of composition C23H14F5N4PtS3.

Each line ends with the Löwdin charge.
Cartesian coordinates (Å):
Pt -0.3440 -0.0699 -0.5257  0.9095
F -3.8459 5.2963 -1.7751  0.1559
C -3.4613 4.1697 -1.1973  -0.1306
C -2.1532 3.7370 -1.3274  -0.1460
F -1.2696 4.4302 -2.0350  0.1449
C -1.8064 2.5544 -0.7162  -0.2045
F -0.5031 2.0920 -0.8940  -0.0798
C -2.6609 1.7606 0.0160  -0.5092
S -2.1346 0.2756 0.8292  0.6411
C -3.9697 2.2165 0.1144  -0.2331
F -4.8639 1.5133 0.7992  0.1139
C -4.3686 3.4047 -0.4780  -0.1292
F -5.6226 3.8118 -0.3692  0.1567
N 1.2622 -1.9196 1.4818  0.1337
C 0.5492 -2.5857 0.5685  -0.6830
N -0.2919 -1.9982 -0.2626  -0.1666
C -0.9177 -2.9124 -1.1304  -0.3034
C -1.8744 -2.6194 -2.0920  -0.0219
C -2.3476 -3.6571 -2.8765  -0.0546
C -1.8867 -4.9631 -2.7052  -0.0614
C -0.9537 -5.2624 -1.7275  -0.0665
C -0.4830 -4.2192 -0.9446  -0.4492
S 0.6796 -4.2948 0.3613  1.1537
H 1.0676 -0.9417 1.6377  0.0920
H 1.8348 -2.4080 2.1480  0.1171
H -2.2535 -1.6126 -2.2013  0.1030
H -3.0995 -3.4520 -3.6267  0.1147
H -2.2703 -5.7546 -3.3339  0.1149
H -0.6071 -6.2762 -1.5787  0.1191
S 1.5366 -1.9915 -6.5050  1.0035
C 1.2634 -1.2915 -4.8899  -0.4863
C 1.9631 -1.7613 -3.7855  -0.0412
C 1.7111 -1.2076 -2.5459  -0.1115
N 0.8093 -0.2347 -2.3571  -0.0919
C 0.1470 0.2309 -3.4264  -0.1131
C 0.3436 -0.2670 -4.6971  -0.0397
C 2.6621 -0.7522 -7.1306  -0.5196
C 4.0260 -0.8637 -6.9076  -0.0768
C 4.8531 0.1392 -7.3943  -0.1286
N 4.4108 1.1989 -8.0665  0.0751
C 3.1020 1.2803 -8.2892  -0.1284
C 2.1858 0.3349 -7.8475  -0.0798
H 2.6936 -2.5516 -3.8888  0.1187
H 2.2469 -1.5436 -1.6671  0.1187
H -0.5619 1.0292 -3.2478  0.1135
H -0.2209 0.1341 -5.5273  0.1197
H 4.4375 -1.7104 -6.3748  0.1061
H 5.9243 0.0842 -7.2368  0.1124
H 2.7635 2.1431 -8.8518  0.1126
H 1.1321 0.4411 -8.0678  0.1053

Summary:
total charge: +1
Kohn-Sham gap: 7.44 eV
E_tot: -2916.884898 hartree



[4]
The following is a DFT calculation (wB97M-V/def2-TZVPD) of a structure of composition C23H15F3N2O6PbS8.

Each line ends with the Löwdin charge.
Cartesian coordinates (Å):
Pb -0.0891 1.7126 0.2839  1.3288
O 2.4393 0.4569 -6.6733  0.0028
C 1.8978 0.7285 -5.6506  -0.9675
S 0.9690 -0.4477 -4.6918  1.0266
C 0.6080 0.5895 -3.3444  -1.0845
C 1.1280 1.9993 -3.4505  -1.1345
S 0.9424 3.1580 -2.3422  0.7033
S 1.9455 2.3658 -4.9293  1.0096
S -0.2653 -0.0077 -2.1413  0.8479
O 1.1681 0.0134 0.9233  -0.4878
C 2.0772 -0.8080 0.2905  -0.6324
C 1.3222 -1.9901 -0.3173  -0.4961
C 0.0283 -2.3036 -0.0371  -0.1690
C -0.4054 -3.5171 -0.6464  -0.1681
C 0.5786 -4.1105 -1.3698  -0.3968
S 2.0294 -3.2040 -1.3114  1.0615
C 3.0946 -1.3671 1.2951  -0.4685
C 4.3885 -1.7336 1.0894  -0.1234
C 5.0081 -2.2669 2.2585  -0.1773
C 4.1696 -2.2770 3.3275  -0.4115
S 2.6308 -1.6462 2.9222  1.0640
C 2.8367 0.0247 -0.7412  -0.4747
C 3.2920 -0.2320 -1.9971  -0.1573
C 4.0029 0.8698 -2.5725  -0.1918
C 4.0695 1.9386 -1.7377  -0.4157
S 3.2859 1.6175 -0.2492  1.0193
H -0.5843 -1.6904 0.6101  0.1070
H -1.4028 -3.9214 -0.5473  0.1068
H 0.5385 -5.0274 -1.9360  0.0673
H 4.8874 -1.6332 0.1344  0.1166
H 6.0330 -2.6080 2.2971  0.1017
H 4.3743 -2.6097 4.3325  0.0637
H 3.1402 -1.1698 -2.5143  0.0691
H 4.4322 0.8554 -3.5649  0.1087
H 4.5350 2.8957 -1.9129  0.0771
N -5.7480 0.9802 2.2909  0.1959
C -5.1146 0.6206 3.4281  -0.5039
O -5.6751 0.4767 4.4982  0.0600
C -3.6298 0.4018 3.3169  -0.1030
C -3.0246 -0.4882 4.1943  0.0168
C -1.6631 -0.7020 4.1040  -0.0233
C -0.9454 -0.0133 3.1404  -0.1308
N -1.5143 0.8622 2.3077  -0.0290
C -2.8350 1.0679 2.3995  -0.0696
H -6.7449 1.1045 2.3421  0.1189
H -5.3175 0.9352 1.3793  0.0742
H -3.6384 -0.9965 4.9270  0.1280
H -1.1548 -1.3946 4.7605  0.1127
H 0.1187 -0.1653 3.0045  0.0673
H -3.2586 1.7864 1.7097  0.1077
F -4.7637 3.6496 -2.6161  0.1503
C -3.7721 3.4511 -1.7581  -0.6766
F -2.6645 4.0275 -2.2412  0.1185
F -4.0772 4.0518 -0.6026  0.1300
S -3.4900 1.6598 -1.4866  0.4820
O -3.1119 1.1322 -2.7679  -0.2993
O -4.7135 1.1888 -0.8958  -0.2816
O -2.3680 1.7095 -0.5206  -0.5700

Summary:
total charge: 0
Kohn-Sham gap: 5.97 eV
E_tot: -5124.419612 hartree



Q: Which of these has the highest E_tot?
A: C23H14F5N4PtS3



What did the first record say?
The following is a DFT calculation (wB97M-V/def2-TZVPD) of a structure of composition C23H14BrN3O5Re.

Each line ends with the Löwdin charge.
Cartesian coordinates (Å):
Re 0.2100 1.3681 -0.6393  1.7893
Br 3.3440 4.2047 5.3699  0.8642
C 2.5556 3.7749 3.7293  -0.6691
C 1.8091 4.7426 3.0446  -0.0427
C 1.2227 4.4596 1.8255  0.0342
C 1.3646 3.1922 1.2919  -0.2509
O 0.8121 2.9528 0.0615  -0.2044
C 2.1064 2.2001 1.9613  -0.1272
C 2.3557 0.9336 1.3731  0.0217
N 1.7320 0.4670 0.3255  -0.0514
C 2.2282 -0.6738 -0.3908  -0.1945
C 2.9130 -1.7473 0.1037  0.0439
C 3.3800 -2.7380 -0.7891  -0.0083
C 3.1695 -2.6350 -2.1374  0.0297
C 2.4462 -1.5348 -2.6611  -0.1172
C 2.1762 -1.3184 -4.0282  0.0796
C 1.4599 -0.2104 -4.4292  0.0103
C 0.9750 0.6732 -3.4736  -0.0380
N 1.2015 0.4932 -2.1665  -0.0872
C 1.9629 -0.5801 -1.7608  -0.1625
C 2.7204 2.5229 3.1877  -0.0415
H 1.7001 5.7294 3.4742  0.1266
H 0.6628 5.2098 1.2845  0.1416
H 3.1660 0.3339 1.7782  0.1566
H 3.0965 -1.8591 1.1649  0.1333
H 3.9201 -3.5848 -0.3896  0.1301
H 3.5466 -3.3898 -2.8147  0.1376
H 2.5402 -2.0252 -4.7643  0.1463
H 1.2528 -0.0236 -5.4727  0.1330
H 0.3813 1.5367 -3.7463  0.1363
H 3.3130 1.7779 3.7026  0.1268
O -0.6106 -0.8009 -0.5645  0.0253
C -1.6971 -0.2611 -0.3345  -0.4939
O -1.6520 1.0539 -0.4658  -0.1331
C -2.9477 -0.8971 0.0302  -0.1341
C -4.0919 -0.1314 0.2688  0.0330
C -5.2700 -0.7630 0.6191  0.0444
C -5.2670 -2.1424 0.7192  -0.0899
C -4.1489 -2.9247 0.4862  0.0433
C -2.9736 -2.2907 0.1368  0.0329
N -6.5352 -2.8228 1.0975  -0.3411
O -7.4893 -2.1138 1.3158  0.1185
O -6.5072 -4.0300 1.1563  0.1168
H -4.0603 0.9457 0.1802  0.1305
H -6.1794 -0.2144 0.8144  0.1355
H -4.2186 -3.9981 0.5802  0.1345
H -2.0755 -2.8616 -0.0546  0.1314

Summary:
total charge: +2
Kohn-Sham gap (alpha / beta): 6.64 / 6.46 eV
E_tot: -4077.002693 hartree
2S+1: 2



Q: Among the records above, which one has the lowest E_tot?
A: C23H14Cl68N4PS